Record 1
Formula: C27H32FN3O4S
Source: the Open Molecules 2025 dataset
Level of theory: wB97M-V/def2-TZVPD

```
68
Properties=species:S:1:pos:R:3:nbo_charge:R:1
C -3.33 -4.67 0.52 -0.611
H -4.19 -4.48 1.17 0.213
H -2.43 -4.70 1.12 0.212
H -3.46 -5.65 0.05 0.217
C -3.23 -3.59 -0.55 0.123
N -3.05 -2.32 0.15 -0.631
C -2.91 -1.12 -0.44 0.695
O -2.99 -0.91 -1.63 -0.658
C -2.53 -0.03 0.59 -0.154
N -1.06 -0.08 0.68 -0.408
C -0.53 -0.90 1.62 0.645
O -1.25 -1.64 2.30 -0.657
C 0.91 -0.87 1.87 0.135
C 1.62 -1.71 2.69 -0.212
C 2.95 -1.25 2.68 -0.314
C 2.96 -0.15 1.85 0.320
O 1.74 0.07 1.36 -0.403
C 4.05 0.77 1.42 -0.269
N 4.40 0.53 0.02 -0.429
C 5.06 -0.74 -0.18 -0.261
C 5.29 -0.95 -1.67 -0.072
O 6.08 0.08 -2.22 -0.521
C 5.45 1.33 -2.01 -0.072
C 5.22 1.60 -0.52 -0.251
H 4.70 2.55 -0.41 0.208
H 6.19 1.66 -0.01 0.167
H 6.12 2.08 -2.44 0.195
H 4.49 1.35 -2.53 0.168
H 5.84 -1.88 -1.85 0.195
H 4.32 -1.00 -2.19 0.167
H 4.42 -1.54 0.21 0.213
H 6.02 -0.78 0.35 0.167
H 4.92 0.64 2.09 0.186
H 3.69 1.79 1.50 0.228
H 3.78 -1.66 3.21 0.233
H 1.22 -2.54 3.24 0.244
C -0.35 0.57 -0.40 -0.267
C -0.14 2.03 -0.20 -0.199
C -0.46 3.04 -1.06 -0.249
C -0.15 4.32 -0.55 -0.256
C 0.39 4.27 0.69 -0.417
S 0.55 2.66 1.26 0.429
H 0.71 5.08 1.31 0.234
H -0.34 5.23 -1.09 0.226
H -0.90 2.87 -2.02 0.227
H -0.93 0.42 -1.32 0.244
H 0.62 0.07 -0.54 0.242
C -2.99 1.38 0.35 -0.077
C -2.82 2.29 1.39 -0.165
C -3.16 3.62 1.24 -0.280
C -3.70 4.03 0.03 0.400
C -3.90 3.15 -1.01 -0.302
C -3.54 1.82 -0.85 -0.138
H -3.68 1.13 -1.66 0.246
H -4.32 3.50 -1.94 0.228
F -4.03 5.33 -0.13 -0.328
H -3.03 4.33 2.04 0.232
H -2.40 1.95 2.33 0.220
H -2.90 -0.35 1.58 0.250
H -2.76 -2.39 1.12 0.435
C -4.52 -3.53 -1.38 -0.619
H -4.68 -4.47 -1.89 0.206
H -5.37 -3.33 -0.73 0.209
H -4.45 -2.73 -2.12 0.238
C -2.03 -3.85 -1.46 -0.622
H -1.95 -3.06 -2.21 0.233
H -1.11 -3.86 -0.87 0.206
H -2.13 -4.80 -1.97 0.208
```

As for the charge: 0. As for the structure (SMILES): CC(C)(C)NC(=O)[C@H](c1ccc(F)cc1)N(Cc1cccs1)C(=O)c1ccc(CN2CCOCC2)o1. The multiplicity is 1. The LUMO energy comes out at 0.0190 Ha. The calculation puts the HOMO-LUMO gap at 9.0 eV. Its highest occupied orbital energy is -8.4889 eV.

Record 2
Formula: C27H32N4O4
Source: the Open Molecules 2025 dataset
Level of theory: wB97M-V/def2-TZVPD

```
67
Properties=species:S:1:pos:R:3:nbo_charge:R:1
O 3.40 -2.12 2.37 -0.586
O -1.08 -5.07 -3.87 -0.626
O 0.95 4.58 3.65 -0.606
O -3.32 -1.98 -0.56 -0.618
C 2.65 -1.26 1.94 0.646
C -1.63 -4.00 -3.63 0.673
C 1.44 3.62 4.21 0.678
C -3.03 -1.74 -1.73 0.664
C 1.79 -0.89 4.18 0.016
C 2.01 0.09 5.12 -0.197
C 2.89 -0.43 -2.26 -0.215
C -1.42 3.20 -1.41 -0.215
C 2.37 -1.65 -1.81 -0.226
C 3.34 0.52 -1.34 -0.197
C -2.32 2.78 -2.40 -0.205
C -0.41 2.33 -0.96 -0.214
C 2.28 -1.91 -0.44 -0.209
C 3.25 0.26 0.04 -0.226
C -2.20 1.49 -2.96 -0.208
C -0.31 1.04 -1.50 -0.171
C 2.72 -0.96 0.50 -0.049
C -1.19 0.61 -2.51 -0.037
N -3.94 -1.32 -2.62 -0.609
N 1.77 -0.59 2.80 -0.489
N 2.33 3.77 5.24 -0.613
N -1.15 -3.23 -2.66 -0.606
C -2.83 -3.60 -4.47 -0.712
C -5.35 -1.09 -2.31 -0.416
C 0.70 0.29 2.32 -0.206
C 2.59 2.48 5.87 -0.206
C 1.04 1.77 2.49 -0.405
C 2.31 1.51 4.71 -0.277
C 1.13 2.16 3.97 -0.302
C -1.06 -0.77 -3.10 -0.433
C -1.56 -1.89 -2.18 -0.126
H 1.68 -1.92 4.50 0.215
H 2.03 -0.18 6.18 0.217
H 2.96 -0.22 -3.33 0.222
H -1.50 4.20 -0.99 0.219
H 2.04 -2.39 -2.53 0.222
H 3.76 1.46 -1.68 0.222
H -3.09 3.45 -2.75 0.215
H 0.29 2.67 -0.21 0.215
H 1.90 -2.87 -0.10 0.227
H 3.62 0.99 0.75 0.219
H -2.89 1.18 -3.73 0.201
H 0.46 0.37 -1.14 0.208
H -3.63 -1.14 -3.55 0.392
H 2.26 4.62 5.79 0.410
H -0.39 -3.65 -2.17 0.412
H -2.93 -4.31 -5.29 0.251
H -2.69 -2.61 -4.88 0.202
H -3.73 -3.66 -3.86 0.237
H -5.47 -0.11 -1.84 0.205
H -5.95 -1.13 -3.22 0.205
H -5.71 -1.85 -1.61 0.228
H -0.23 0.06 2.86 0.210
H 0.49 0.09 1.26 0.224
H 1.90 2.31 6.71 0.180
H 3.62 2.39 6.22 0.206
H 1.98 2.01 1.98 0.206
H 0.25 2.37 2.03 0.233
H 3.19 1.50 4.06 0.225
H 0.19 1.92 4.47 0.232
H -1.58 -0.81 -4.05 0.196
H 0.00 -0.94 -3.32 0.234
H -1.01 -1.76 -1.25 0.239
```

As for the charge: 0. As for the structure (SMILES): O=C1NC[C@H]2C=CN(C(=O)c3ccccc3)CC[C@H]12.CNC(=O)[C@H](Cc1ccccc1)NC(C)=O. The multiplicity is 1. The LUMO energy comes out at 0.0182 Ha. The calculation puts the HOMO-LUMO gap at 9.6 eV. Its highest occupied orbital energy is -9.1473 eV. Its energy above the lowest of the compared OMol25 structures with the same formula, charge and spin is 63.8 kcal per mole.

Record 3
Formula: C27H33Br2Cl3F6GeInN4O4PS2
Source: the Open Molecules 2025 dataset
Level of theory: wB97M-V/def2-TZVPD

```
84
Properties=species:S:1:pos:R:3:mulliken_spin:R:1
In 0.32 -0.48 0.92 0.005
Br -1.09 5.00 5.28 0.000
C -0.52 3.99 3.79 0.000
C 0.80 3.65 3.63 0.000
C 1.13 2.83 2.57 0.000
N 0.26 2.40 1.66 0.003
C -1.02 2.83 1.76 -0.003
C -1.45 3.60 2.83 0.000
C -1.92 2.60 0.60 0.004
C -3.31 2.71 0.72 -0.001
C -4.07 2.69 -0.44 0.000
Br -5.95 2.83 -0.34 0.000
C -3.45 2.57 -1.67 -0.001
C -2.07 2.42 -1.67 0.002
N -1.33 2.41 -0.58 0.002
H 1.55 3.99 4.33 0.000
H 2.16 2.52 2.42 -0.001
H -2.47 3.94 2.91 0.000
H -3.79 2.83 1.68 0.000
H -4.01 2.59 -2.59 0.000
H -1.53 2.33 -2.61 0.003
F 1.01 -5.13 1.24 0.000
C 1.18 -4.42 2.35 0.000
F 1.09 -5.23 3.39 0.000
F 0.16 -3.53 2.44 0.000
S 2.87 -3.55 2.35 0.000
O 2.55 -2.13 2.51 -0.001
O 3.60 -4.15 3.40 0.000
N 3.43 -3.82 0.91 0.000
S 2.71 -3.04 -0.26 0.003
O 1.36 -2.60 0.10 0.002
O 2.84 -3.66 -1.53 0.000
C 3.65 -1.43 -0.44 0.000
F 3.22 -0.47 0.41 0.002
F 4.94 -1.60 -0.25 0.000
F 3.44 -0.98 -1.68 0.002
C 2.39 1.84 -5.50 -0.006
C 2.15 1.71 -4.03 -0.025
C 2.84 2.50 -3.10 0.305
C 2.59 2.40 -1.73 -0.036
C 3.35 3.24 -0.74 -0.006
C 1.65 1.50 -1.29 0.015
C 0.97 0.62 -2.18 0.112
C 1.24 0.78 -3.57 0.138
N 0.14 -0.28 -1.64 0.394
C -0.61 -1.29 -2.39 -0.071
C -1.43 -2.11 -1.40 0.007
C 0.32 -2.25 -3.15 0.043
C -1.63 -0.64 -3.36 0.054
H 3.15 2.59 -5.71 -0.004
H 1.48 2.13 -6.02 -0.003
H 2.72 0.90 -5.93 -0.003
H 3.59 3.20 -3.46 0.001
H 4.01 3.94 -1.24 -0.005
H 3.95 2.61 -0.09 -0.003
H 2.66 3.81 -0.11 -0.003
H 1.41 1.46 -0.24 0.081
H 0.74 0.17 -4.31 0.022
H -0.78 -2.61 -0.69 -0.002
H -2.01 -2.87 -1.93 0.000
H -2.12 -1.45 -0.87 0.006
H 1.01 -1.73 -3.81 -0.001
H -0.28 -2.93 -3.75 -0.001
H 0.90 -2.84 -2.45 -0.005
H -2.32 0.00 -2.80 -0.004
H -2.22 -1.43 -3.83 -0.001
H -1.17 -0.05 -4.14 -0.004
C -2.79 -3.41 1.35 0.001
P -2.36 -1.69 1.80 0.001
C -3.93 -0.82 1.41 0.001
C -2.45 -1.74 3.62 0.000
H -3.63 -3.74 1.96 0.000
H -1.94 -4.07 1.52 0.000
H -3.06 -3.47 0.29 0.000
H -4.76 -1.33 1.90 0.000
H -4.11 -0.80 0.33 0.000
H -3.88 0.20 1.77 0.000
H -3.35 -2.28 3.93 0.000
H -2.48 -0.73 4.01 0.000
H -1.57 -2.24 4.03 0.000
Cl 3.12 0.57 4.06 -0.003
Ge 1.30 -0.47 3.75 -0.012
Cl 1.25 -2.18 5.02 -0.002
Cl -0.34 0.75 4.57 -0.005
```

As for the charge: +1. The multiplicity is 2. The LUMO energy (alpha / beta) comes out at -0.1936 / -0.1922 Ha. The calculation puts the HOMO-LUMO gap (alpha / beta) at 6.1 / 6.5 eV. Its highest occupied orbital energy (alpha / beta) is -11.4094 / -11.7580 eV. Its energy above the lowest of the compared OMol25 structures with the same formula, charge and spin is 71.7 kcal per mole.

Which formula does entry 2 have? C27H32N4O4